Entry 1:
# C24H44BF2N3O5Si

A cluster of 4 separate species, C24H44BF2N3O5Si in total (wB97M-V/def2-TZVPD, OMol25).

Its HOMO energy is -8.84 eV. As for the HOMO-LUMO gap: 0.3290 hartree. The spin multiplicity is 1. The total charge is 0. The value obtained for the total energy is -1995.45929 hartree. The relative energy (zero: lowest compared OMol25 entry of this formula, charge and spin) comes out at 0.000 eV. The value obtained for the LUMO energy is 0.113 eV.

XYZ file:
```
80
Properties=species:S:1:pos:R:3:forces:R:3:mulliken_charge:R:1
C 1.328913 -4.640028 1.129645 0.05 -0.18 -0.08 -0.327
C 2.611622 -4.090601 1.699985 0.06 -0.09 0.21 0.412
O 3.167524 -4.584791 2.640478 -0.12 0.23 -0.06 -0.570
O 3.085837 -2.925945 1.165654 0.03 -0.24 -0.10 -0.402
C 3.268614 -2.876392 -0.258851 0.19 0.21 -0.17 -0.610
C 2.460070 -1.769629 -0.958905 -0.24 -0.44 0.32 -0.520
B 1.453795 -0.966288 -0.080050 0.03 -0.17 -0.04 0.080
C 0.106773 -0.397159 -0.734350 0.01 0.18 -0.03 0.718
F 0.492018 0.849849 -1.256996 -0.01 -0.16 0.07 -0.272
F -0.281595 -1.139917 -1.836154 0.01 0.09 0.06 -0.308
C -1.078064 -0.188107 0.165781 0.02 0.07 0.12 -1.156
C -1.560039 -1.476823 0.848352 -0.26 0.19 -0.14 -0.070
Si -2.780566 -2.546509 -0.131726 -0.11 -0.33 0.23 0.126
C -4.051237 -3.210415 1.093376 0.50 0.03 -0.02 -1.053
C -3.647577 -1.590123 -1.482541 -0.02 -0.28 -0.15 -1.178
C -1.888709 -4.041386 -0.866508 0.07 0.04 -0.19 0.436
C -1.769650 -5.236852 -0.147741 0.03 0.06 -0.09 -0.143
C -1.083169 -6.327852 -0.666066 0.03 0.02 -0.12 -0.723
C -0.495543 -6.246412 -1.923166 0.02 0.03 -0.06 -0.374
C -0.616587 -5.079693 -2.668450 -0.07 0.12 0.25 -0.842
C -1.309293 -3.994084 -2.140421 0.07 -0.12 -0.03 -0.092
H 1.326590 -4.716321 0.042733 -0.03 0.06 0.01 0.147
H 0.486818 -4.006864 1.412485 0.09 0.10 0.02 -0.020
H 1.168384 -5.628465 1.552602 -0.02 0.02 -0.04 0.462
H 4.337689 -2.725293 -0.413504 -0.02 0.02 0.08 0.366
H 3.035804 -3.844761 -0.700547 -0.08 0.01 0.05 0.377
H 1.922674 -2.209680 -1.801586 0.10 0.15 -0.14 0.279
H 3.156408 -1.024651 -1.364940 -0.10 0.10 -0.08 0.427
H 1.650914 -0.714874 1.063684 0.01 0.11 -0.01 -0.061
H -1.874730 0.279314 -0.420174 0.02 -0.05 -0.02 0.365
H -0.778677 0.547209 0.917185 0.10 -0.04 -0.03 0.368
H -2.099722 -1.185651 1.753400 0.00 -0.07 -0.01 0.219
H -0.723294 -2.100547 1.181927 0.09 0.07 -0.01 0.163
H -3.618836 -3.158546 2.094758 -0.10 -0.01 0.03 0.095
H -4.929213 -2.566690 1.092725 -0.11 -0.12 0.05 0.338
H -4.307955 -4.250973 0.895123 -0.23 0.08 -0.12 0.472
H -4.299911 -0.818544 -1.070764 0.10 0.10 -0.01 0.340
H -2.965955 -1.159069 -2.216768 -0.01 0.12 0.07 0.328
H -4.287145 -2.297807 -2.020153 -0.02 0.04 0.02 0.355
H -2.221416 -5.318910 0.835153 0.01 -0.01 0.01 0.346
H -1.000640 -7.247478 -0.099540 -0.02 0.03 0.05 0.407
H 0.053050 -7.090052 -2.325112 -0.04 -0.01 0.02 0.378
H -0.171135 -4.995786 -3.651722 0.00 -0.09 -0.01 0.417
H -1.389486 -3.099439 -2.746636 -0.03 0.01 0.08 0.268
C 2.106708 3.201847 -2.648189 0.11 0.20 -0.15 -0.587
N 2.053163 3.903926 -3.912800 0.04 -0.01 0.10 0.220
C 2.795023 5.146760 -4.066392 -0.12 -0.12 -0.12 -0.996
C 1.335463 3.440093 -4.953801 -0.04 -0.03 -0.04 0.059
O 1.254138 3.987565 -6.036164 0.01 0.01 0.00 -0.598
H 1.723213 3.835511 -1.844282 -0.01 -0.06 0.05 0.234
H 3.137781 2.925432 -2.412223 -0.02 -0.03 0.06 0.320
H 1.504283 2.300616 -2.697915 -0.03 -0.02 -0.01 0.107
H 2.117822 5.964497 -4.312945 0.04 0.04 0.00 0.281
H 3.520767 5.058759 -4.874628 0.01 0.04 0.00 0.327
H 3.315336 5.379508 -3.143753 0.02 0.02 0.00 0.321
H 0.813009 2.493546 -4.729310 0.01 0.00 0.01 0.277
C -4.867549 -0.384120 6.487342 0.08 -0.10 -0.05 -0.937
N -4.318323 -0.935409 5.265327 -0.01 0.01 0.10 0.110
C -3.500550 -2.135843 5.329385 -0.02 0.05 -0.09 -0.852
C -4.537951 -0.375186 4.063118 -0.01 0.02 -0.06 0.148
O -4.094183 -0.808934 3.015076 0.02 0.11 0.05 -0.516
H -4.067385 -0.110724 7.177691 -0.03 0.02 0.03 0.341
H -5.518870 -1.110799 6.976459 -0.02 0.03 0.03 0.341
H -5.449275 0.506213 6.257864 0.00 0.01 -0.01 0.284
H -2.503706 -1.938205 4.933486 0.01 -0.03 0.01 0.265
H -3.949365 -2.932107 4.734830 0.02 -0.02 0.01 0.256
H -3.420376 -2.458767 6.364134 -0.01 0.01 0.01 0.376
H -5.168943 0.527370 4.110065 0.00 0.00 0.01 0.229
C 4.023925 8.935443 0.473554 -0.06 -0.12 -0.04 -0.928
N 3.896535 8.070931 -0.681229 -0.01 0.03 0.09 0.131
C 3.072289 6.878955 -0.589216 0.05 0.03 -0.09 -0.909
C 4.519664 8.335316 -1.847364 0.05 0.08 -0.08 0.100
O 4.442447 7.644713 -2.844098 -0.03 -0.05 0.08 -0.532
H 4.457176 8.391370 1.315326 0.01 0.04 0.02 0.328
H 3.048096 9.323184 0.772887 0.02 0.03 0.02 0.326
H 4.672252 9.774966 0.231508 0.01 0.00 -0.01 0.297
H 3.670663 5.987162 -0.782410 -0.02 -0.02 0.02 0.293
H 2.268598 6.913521 -1.326051 -0.01 -0.03 0.01 0.288
H 2.645134 6.815564 0.408563 0.00 0.01 0.01 0.391
H 5.119637 9.260361 -1.815520 0.00 0.00 0.01 0.238
```
Forces are in eV/Å.

Entry 2:
# C6H4

An isolated molecule of C6H4 in a non-equilibrium geometry (wB97M-V/def2-TZVPD, OMol25).

Its HOMO energy is -8.50 eV. As for the HOMO-LUMO gap: 0.3390 hartree. The spin multiplicity is 1. The total charge is 0. The value obtained for the total energy is -230.71999 hartree. The relative energy (zero: lowest compared OMol25 entry of this formula, charge and spin) comes out at 4.264 eV. The value obtained for the LUMO energy is 0.722 eV.

XYZ file:
```
10
Properties=species:S:1:pos:R:3:forces:R:3:mulliken_charge:R:1
C 0.263477 -1.580431 0.499378 -0.67 2.11 -1.49 -0.433
C 0.514655 -0.569990 1.250345 0.16 -0.73 0.24 -0.343
C -0.398730 -0.256691 -1.205522 0.42 -1.02 1.32 -0.554
C 0.088217 0.561056 0.380570 -0.41 0.67 -1.17 0.413
C 0.405389 0.950441 -0.967241 -0.19 -0.35 0.69 -0.391
C -1.046100 0.834192 -0.476916 0.62 -0.38 0.51 -0.347
H 0.139598 -2.579507 0.191517 0.13 -0.63 0.01 0.427
H 0.942923 -0.400897 2.217739 0.05 -0.11 0.38 0.356
H 1.039432 1.648578 -1.453137 0.28 0.23 -0.39 0.435
H -1.948862 1.393249 -0.436735 -0.38 0.21 -0.09 0.436
```
Forces are in eV/Å.

Entry 3:
# C2H6I2Si2

A cluster of 2 separate species, C2H6I2Si2 in total in a non-equilibrium geometry (wB97M-V/def2-TZVPD, OMol25).

Its HOMO energy (spin up / spin down) is -9.16 / -8.17 eV. As for the HOMO-LUMO gap (spin up / spin down): 0.2567 / 0.1941 hartree. The spin multiplicity is 1. The total charge is 0. The value obtained for the total energy is -1254.13282 hartree. The relative energy (zero: lowest compared OMol25 entry of this formula, charge and spin) comes out at 2.609 eV. The value obtained for the LUMO energy (spin up / spin down) is -2.177 / -2.890 eV.

XYZ file:
```
12
Properties=species:S:1:pos:R:3:forces:R:3:mulliken_charge:R:1
C -0.164221 1.184053 -0.414673 -0.02 1.10 0.96 -0.692
C -0.099325 -1.315983 0.193929 0.97 -0.47 0.24 -0.836
Si -1.494662 -0.152038 -0.461163 0.81 -1.46 1.00 0.321
Si 0.892345 0.188834 0.788996 -0.67 -0.15 -0.09 0.137
I 4.297768 0.542167 -0.985070 -0.99 -0.12 0.57 -0.238
I 0.564720 1.123621 3.130848 0.29 -0.60 -1.06 -0.121
H 0.447992 1.209226 -1.292510 0.15 0.24 -0.92 0.330
H -0.322544 2.191539 -0.010999 -0.25 -0.13 -0.57 0.409
H -0.139934 -2.257245 0.700224 -0.73 -0.28 1.20 0.482
H 0.464905 -1.748989 -0.628740 0.31 0.67 -0.94 0.354
H -2.471683 -0.107982 0.694862 0.16 0.33 -0.81 -0.064
H -1.975361 -0.857204 -1.715705 -0.03 0.88 0.43 -0.083
```
Forces are in eV/Å.

Entry 4:
# C24H32BF4N3ORuSb2

A structure of composition C24H32BF4N3ORuSb2 in a non-equilibrium geometry (wB97M-V/def2-TZVPD, OMol25).

Its HOMO energy (spin up / spin down) is -10.71 / -10.73 eV. As for the HOMO-LUMO gap (spin up / spin down): 0.2561 / 0.2643 hartree. The spin multiplicity is 2. The total charge is +1. The value obtained for the total energy is -2172.93949 hartree. The relative energy (zero: lowest compared OMol25 entry of this formula, charge and spin) comes out at 0.791 eV. The value obtained for the LUMO energy (spin up / spin down) is -3.743 / -3.542 eV.

XYZ file:
```
68
Properties=species:S:1:pos:R:3:forces:R:3:mulliken_charge:R:1
Ru -0.103176 -0.167939 0.053407 1.13 -0.82 1.00 0.605
O 1.452261 -0.244934 1.322942 -0.04 0.38 -0.23 -0.117
C 2.764099 -0.141739 1.136712 0.07 -0.09 0.03 0.681
C 3.554615 -0.135778 2.298259 0.06 0.01 -0.03 -0.387
C 4.924115 -0.029355 2.225480 0.00 0.00 0.08 -0.719
C 5.562034 0.069026 0.989860 0.00 0.00 -0.03 -1.013
C 4.800399 0.048602 -0.153910 -0.03 0.00 0.02 -0.835
C 3.401604 -0.061051 -0.108386 -0.03 0.01 -0.02 -0.155
C 2.636671 -0.113954 -1.341805 -0.09 -0.10 0.09 0.446
N 1.319845 -0.285984 -1.480944 -0.06 0.36 -0.46 0.312
C 1.057659 -0.282315 -2.845848 -0.03 -0.09 0.14 -0.575
C 2.212892 -0.126079 -3.520855 0.06 0.01 -0.02 -1.219
N 3.195389 -0.024549 -2.562435 0.01 0.03 0.00 -0.086
H 3.058537 -0.211334 3.256824 -0.03 -0.01 -0.02 0.380
H 5.505387 -0.020703 3.138384 0.01 0.00 -0.01 0.466
H 6.637461 0.153998 0.930300 0.00 0.00 -0.01 0.418
H 5.308779 0.116042 -1.107190 0.02 -0.01 0.01 0.321
H 0.058347 -0.343970 -3.225560 -0.03 0.04 -0.02 0.638
H 2.426359 -0.051986 -4.571490 -0.01 -0.01 0.00 0.426
H 4.173332 0.121990 -2.737458 0.00 -0.01 -0.03 0.161
C -0.976127 3.555944 1.688878 0.14 0.08 0.12 -1.356
Sb -0.773431 1.488580 2.053755 -0.56 0.02 -0.62 1.162
C 0.600522 1.469492 3.656357 0.00 -0.02 0.05 -1.267
C -2.639157 1.122158 3.047228 -0.05 -0.04 0.05 -1.481
C -2.386848 0.489982 4.380782 0.04 0.02 -0.03 0.377
C -2.271720 1.281090 5.519984 -0.03 -0.01 -0.01 -0.640
C -1.919501 0.732589 6.743515 0.00 0.02 0.02 -0.648
C -1.673522 -0.627372 6.841543 0.01 -0.03 0.01 -0.706
C -1.807229 -1.428903 5.717880 -0.03 0.01 -0.01 -0.730
C -2.168657 -0.888603 4.486490 0.08 0.01 0.04 1.047
C -2.339581 -1.793832 3.304905 -0.07 -0.06 0.00 -1.698
Sb -0.745872 -1.886477 1.872205 -0.40 -0.09 -0.15 1.465
C 0.839182 -2.556922 3.083431 0.00 0.01 0.07 -1.287
C -1.403907 -3.693530 0.981325 0.07 -0.06 0.03 -1.431
H -1.179224 4.011695 2.658952 0.02 0.00 0.00 0.504
H -1.806503 3.702773 1.008272 -0.02 0.00 0.02 0.381
H -0.070646 3.967998 1.254864 0.01 -0.02 0.00 0.400
H 0.265366 2.202709 4.388547 0.02 -0.01 0.01 0.601
H 1.587190 1.733544 3.283372 -0.01 0.01 -0.01 0.536
H 0.633179 0.487144 4.124418 0.00 0.01 0.01 0.201
H -3.225320 0.501900 2.371959 -0.04 0.04 0.00 0.380
H -3.145482 2.082892 3.135272 0.05 0.02 0.02 0.850
H -2.463253 2.345801 5.444834 0.00 0.00 -0.01 0.442
H -1.840714 1.366464 7.616614 0.00 0.00 0.00 0.414
H -1.395748 -1.068257 7.789378 0.00 0.01 0.00 0.432
H -1.648186 -2.498204 5.801526 0.00 0.00 0.00 0.396
H -3.246556 -1.570905 2.740546 0.00 0.00 0.00 0.610
H -2.416334 -2.830436 3.639711 0.00 0.00 -0.02 0.684
H 0.521058 -3.503394 3.520195 0.05 0.01 0.03 0.514
H 1.026605 -1.833868 3.874181 0.01 -0.01 0.00 0.298
H 1.741485 -2.692850 2.493791 -0.01 0.01 -0.03 0.432
H -1.519096 -4.431658 1.774394 0.00 -0.01 -0.01 0.485
H -0.682858 -4.048994 0.249296 0.01 0.02 0.00 0.395
H -2.361798 -3.523793 0.495359 -0.01 -0.01 0.01 0.376
F -2.524549 1.674821 -0.163539 0.01 0.05 0.08 -0.407
B -1.747385 2.057701 -1.295395 0.00 0.18 -0.27 0.306
F -1.366201 0.834167 -1.942863 -0.12 -0.05 0.23 -0.043
F -2.446979 2.870332 -2.133152 -0.01 -0.04 0.02 -0.271
F -0.538431 2.634877 -0.859207 -0.01 -0.01 0.01 -0.412
C -1.564321 -3.686411 -3.963955 -0.01 0.00 -0.01 -1.133
C -2.299315 -2.488191 -3.360177 0.00 0.08 0.05 -0.574
C -1.672625 -2.014860 -2.131388 -0.14 -0.15 0.11 0.375
N -1.183142 -1.634556 -1.169528 -0.01 0.37 -0.24 -0.447
H -2.083975 -4.007620 -4.863815 0.01 0.00 0.00 0.371
H -1.538363 -4.521951 -3.266595 0.00 0.00 0.00 0.333
H -0.541954 -3.423716 -4.230816 0.00 0.00 0.01 0.326
H -3.338893 -2.722325 -3.125169 0.01 -0.03 -0.01 0.367
H -2.315338 -1.632814 -4.040080 -0.01 -0.03 -0.02 0.325
```
Forces are in eV/Å.

For each record above, in turn, the calculated M values are 531.53; 76.10; 340.05; 809.93 g mol⁻¹.